(1)
DFT (wB97M-V/def2-TZVPD) results for C34H38ClN2O5PSSi2Ti as an isolated structure in a non-equilibrium geometry.

Geometry as XYZ:
```
85
Properties=species:S:1:pos:R:3:forces:R:3
Ti -0.05264 -0.07189 -0.92966 -1.1 -2.6 0.0
O 2.87546 5.97744 -1.22880 0.0 0.3 -0.1
C 2.03419 5.14378 -0.57076 0.0 0.1 0.2
O 0.98598 5.53248 -0.15071 0.2 -0.1 -0.1
C 2.58445 3.77769 -0.38729 0.5 -0.5 0.2
C 3.72256 3.42807 0.31745 -0.4 0.0 -0.4
Cl 4.80563 4.48081 1.11658 -0.1 0.2 -0.1
N 3.91484 2.07851 0.18903 -1.4 1.3 -0.4
N 2.93415 1.55449 -0.57025 -0.3 0.4 -0.2
C 2.12119 2.55272 -0.92003 1.2 -0.1 0.5
C 1.04159 2.36682 -1.93153 0.0 1.5 -0.9
O 0.70589 3.30746 -2.63716 0.4 -0.6 0.7
O 0.59758 1.16278 -2.04857 0.6 1.0 -1.3
C 5.02977 1.32214 0.53865 1.3 -0.9 0.4
C 5.79838 1.61660 1.66570 -0.4 0.1 -0.4
C 6.92781 0.87438 1.93605 0.3 -0.2 -0.1
C 7.28873 -0.18963 1.12470 -0.1 0.1 0.0
C 6.49381 -0.51839 0.03444 0.3 0.0 0.2
C 5.38234 0.23611 -0.26808 -0.3 0.6 0.1
H 3.65338 5.50489 -1.55258 -0.2 -0.1 0.1
H 5.50807 2.39883 2.34434 -0.1 0.0 0.0
H 7.52325 1.12678 2.80069 0.1 0.0 0.1
H 8.17823 -0.76196 1.34028 0.1 -0.1 0.1
H 6.75343 -1.37164 -0.57710 0.0 0.0 -0.1
H 4.76026 0.00603 -1.11369 -0.1 -0.1 -0.2
C -1.08536 -0.08082 2.70841 0.4 0.2 -0.6
Si 0.15265 0.74352 1.43443 0.0 -0.1 0.9
C -0.00374 2.63308 1.83049 0.1 -0.6 -0.1
C 1.90223 0.13656 2.01246 -0.5 0.4 -0.1
C 2.48966 0.68261 3.15028 0.0 0.1 0.2
C 3.70550 0.22994 3.63499 0.0 0.0 0.1
C 4.36141 -0.78901 2.96935 0.0 -0.2 0.2
C 3.80544 -1.31043 1.81564 0.1 -0.3 0.2
C 2.59214 -0.86452 1.30693 -0.1 -0.2 -0.6
Si 1.81797 -1.66684 -0.29966 1.1 -0.7 0.4
C 2.55462 -3.48854 -0.20479 -0.7 0.5 0.0
C 2.60617 -1.24210 -2.04650 0.0 0.4 0.4
H -0.89256 0.24751 3.72772 0.1 0.1 0.2
H -1.01092 -1.16723 2.69201 0.0 -0.1 0.0
H -2.11083 0.18613 2.45832 -0.1 0.1 -0.1
H -0.15267 2.84152 2.88789 0.0 -0.1 0.2
H -0.84619 3.05844 1.28864 -0.1 0.0 -0.1
H 0.87893 3.17577 1.50741 0.1 0.1 0.0
H 1.97546 1.47238 3.68437 -0.1 0.1 0.1
H 4.14161 0.67084 4.52303 0.0 0.0 0.1
H 5.30441 -1.16710 3.34102 0.1 0.0 0.0
H 4.33894 -2.09146 1.29767 0.1 -0.2 -0.1
H 3.64242 -3.46300 -0.18966 0.2 0.2 0.0
H 2.27770 -4.07588 -1.07703 0.0 0.0 -0.2
H 2.22397 -4.03452 0.67353 -0.1 -0.1 0.2
H 3.53508 -1.76989 -2.26172 0.2 -0.1 0.1
H 2.77511 -0.17248 -2.15215 0.1 -0.1 -0.2
H 1.88382 -1.52783 -2.81998 0.0 -0.1 0.1
C -0.49803 -4.10696 -2.43517 0.1 0.5 0.0
P -1.20499 -2.49480 -1.84640 -0.4 -0.8 0.5
C -2.88295 -2.76210 -2.58481 0.3 0.4 -0.1
C -1.62129 -2.99342 -0.11166 0.2 0.2 -0.2
H -1.18550 -4.92618 -2.23277 -0.1 0.0 0.1
H 0.44595 -4.29283 -1.93397 0.1 -0.1 0.0
H -0.32386 -4.04932 -3.50963 0.1 0.0 0.0
H -3.27931 -3.73660 -2.29219 0.1 0.0 0.0
H -2.79916 -2.71399 -3.66911 -0.1 0.0 -0.1
H -3.56525 -1.98174 -2.25979 0.0 0.0 0.0
H -2.21683 -3.90712 -0.10144 -0.1 0.0 0.0
H -2.17639 -2.17519 0.35430 0.0 -0.1 0.0
H -0.69335 -3.14916 0.44010 -0.1 0.0 0.0
C -9.43711 0.71623 0.82460 -0.1 0.5 0.2
C -9.63285 0.90732 -0.64894 -0.2 0.4 -0.5
O -10.05324 1.89574 -1.19342 0.2 -0.6 0.6
S -9.17519 -0.57664 -1.61740 0.2 0.0 -0.2
C -7.41550 -0.29737 -1.43600 -0.4 -0.1 0.0
C -6.79232 0.65848 -2.22911 -0.1 -0.1 0.0
C -5.43859 0.88021 -2.10695 0.2 0.0 0.1
C -4.68085 0.13908 -1.19199 -0.2 0.0 0.0
C -5.33238 -0.79898 -0.37788 0.1 0.0 0.1
C -6.68580 -1.01588 -0.49525 -0.1 0.0 -0.2
C -3.27608 0.23779 -1.10376 0.1 0.1 0.1
C -2.06386 0.13550 -0.99686 -0.9 0.5 0.2
H -9.64243 1.64822 1.34937 0.0 0.0 0.0
H -8.42034 0.39109 1.04012 0.0 0.0 -0.1
H -10.12282 -0.06086 1.16541 0.0 0.0 0.0
H -7.37747 1.21551 -2.94496 -0.1 0.1 -0.1
H -4.95176 1.61801 -2.72664 0.1 0.0 0.0
H -4.74415 -1.35626 0.33797 0.0 0.0 0.0
H -7.18760 -1.74970 0.11942 0.0 0.0 0.1
```
Positions in Å, forces in eV/Å.

Output
LUMO (spin up / spin down): 0.0810 / 0.0799 Eh
2S+1: 2
E_tot: -120610.61579 eV
⟨S²⟩: 0.764
total charge: -1

=====

(2)
DFT (wB97M-V/def2-TZVPD) results for C34H38GdN4S as an isolated structure in a non-equilibrium geometry.

Geometry as XYZ:
```
78
Properties=species:S:1:pos:R:3:forces:R:3
Gd 0.02515 0.13767 -0.13200 -0.4 -2.4 0.2
C -1.02482 -4.16847 -3.69999 0.0 0.0 0.0
C -0.84295 -2.64166 -3.71141 0.1 -0.1 0.0
C -0.57596 -2.18605 -5.14573 -0.1 -0.1 0.0
C 0.24936 -2.25839 -2.72951 0.3 0.1 -0.4
C 0.10912 -2.57995 -1.37812 -0.2 0.2 0.2
C 1.16934 -2.42853 -0.48650 0.0 -0.1 0.4
C 2.40218 -1.92021 -0.90827 0.3 0.1 -0.2
C 3.60272 -1.91479 0.00340 -0.1 0.0 -0.1
C 2.50238 -1.50228 -2.23179 0.2 0.2 0.3
C 1.45295 -1.68066 -3.12751 -0.5 -0.1 -0.3
H -1.80360 -4.46304 -4.40818 0.1 0.0 0.1
H -1.30673 -4.54007 -2.71307 0.0 0.0 -0.1
H -0.09242 -4.65898 -3.99569 -0.1 0.0 0.0
H -1.77798 -2.19761 -3.35359 0.0 0.1 0.0
H 0.21848 -2.78676 -5.59900 0.0 0.1 0.0
H -0.28009 -1.13961 -5.21853 0.0 0.0 0.0
H -1.47343 -2.32526 -5.75091 0.0 0.0 0.0
H -0.81570 -3.01782 -1.02380 0.0 0.0 0.0
H 1.05589 -2.79040 0.52854 0.0 0.0 0.0
H 3.48114 -1.21095 0.82461 0.0 0.0 0.0
H 4.50488 -1.64465 -0.54364 0.0 0.0 0.0
H 3.75135 -2.90738 0.43119 0.0 0.0 0.0
H 3.43868 -1.08505 -2.58807 0.0 0.0 0.0
H 1.59864 -1.39145 -4.16159 0.0 0.0 0.1
C -1.46302 0.82621 -3.23935 -0.2 0.2 0.1
C -2.57695 0.61753 -2.25788 -0.1 0.0 0.0
C -3.88630 0.95400 -2.65663 0.0 0.0 -0.1
C -4.89615 0.86732 -1.75295 -0.2 0.1 0.0
C -4.63629 0.41334 -0.44106 0.0 0.0 -0.1
C -5.65786 0.35033 0.52805 -0.1 0.0 0.0
C -5.36769 -0.10469 1.77951 0.1 0.0 0.1
C -4.06356 -0.53476 2.08611 0.0 0.0 0.1
C -3.03896 -0.49979 1.16493 0.0 -0.1 0.0
S -1.46406 -1.13316 1.63434 0.3 0.3 -0.2
C -3.31437 0.01877 -0.13093 -0.1 0.0 -0.1
N -2.29677 0.16183 -1.05410 0.0 0.1 0.2
H -1.63482 0.22168 -4.12527 0.1 -0.1 -0.1
H -0.49182 0.56765 -2.83600 0.3 -0.2 0.1
H -1.42248 1.87034 -3.55841 0.0 0.0 0.0
H -4.05811 1.30250 -3.66892 0.0 0.0 0.1
H -5.90935 1.15079 -2.02118 0.1 0.0 0.0
H -6.65650 0.68206 0.26778 0.1 0.0 0.0
H -6.13688 -0.13292 2.54192 0.1 0.0 0.0
H -3.84327 -0.91926 3.07514 0.0 0.0 0.0
C 0.40086 2.54359 -0.37635 -0.8 3.4 0.9
C -0.91628 2.80944 0.22415 0.8 -0.8 -0.7
C -1.98067 3.33318 -0.52365 -0.5 0.2 -0.5
C -3.22682 3.52443 0.03218 0.1 0.2 -0.4
C -3.46405 3.17864 1.36573 -0.2 0.0 0.1
C -2.42857 2.65303 2.12547 0.2 -0.1 0.2
C -1.17354 2.47413 1.56094 0.0 0.0 0.7
C -4.77207 3.36981 1.94766 0.1 0.0 0.0
N -5.81647 3.51481 2.40893 0.2 0.0 -0.1
H 1.21248 2.79333 0.30197 0.4 -0.7 0.1
H 0.54310 3.05292 -1.32418 0.0 -0.5 -0.4
H -1.80888 3.61786 -1.55656 0.0 -0.1 0.0
H -4.02935 3.95050 -0.55766 0.1 0.0 0.0
H -2.60638 2.39279 3.16121 0.1 0.0 -0.1
H -0.36740 2.10814 2.18197 0.1 -0.1 0.1
N 1.63939 0.17362 1.73040 -0.4 0.2 -0.6
C 2.13240 0.17389 2.78052 0.4 0.1 0.7
N 2.68515 0.16671 3.96159 -0.1 -0.1 0.0
C 3.21967 1.39548 4.58277 0.1 -0.3 -0.1
C 4.76158 1.39776 4.51953 -0.1 -0.1 0.0
C 5.30312 0.00382 4.17933 -0.1 0.0 0.0
C 4.57294 -1.08203 4.97076 -0.1 0.1 0.0
C 3.06914 -1.10267 4.62415 0.1 0.2 -0.1
H 2.86632 1.39883 5.61285 0.0 0.0 0.1
H 2.78420 2.25658 4.08489 0.0 0.0 -0.1
H 5.14960 1.71390 5.48874 0.0 0.0 0.0
H 5.11024 2.12239 3.78396 0.0 0.0 0.0
H 6.37140 -0.03559 4.38884 0.0 0.0 0.0
H 5.18860 -0.18801 3.10860 0.0 0.0 0.0
H 4.70422 -0.90129 6.03932 0.0 0.0 0.0
H 5.00275 -2.06019 4.76049 0.0 0.0 0.0
H 2.45774 -1.20864 5.51892 0.0 0.0 0.0
H 2.81921 -1.92080 3.95376 0.0 0.0 -0.1
```
Positions in Å, forces in eV/Å.

Output
LUMO (spin up / spin down): -0.0924 / -0.1965 Eh
2S+1: 8
E_tot: -73496.29981 eV
⟨S²⟩: 16.124
total charge: +1

=====

(3)
DFT (wB97M-V/def2-TZVPD) results for C34H38Ge2N2O2SiW as an isolated structure.

Geometry as XYZ:
```
80
Properties=species:S:1:pos:R:3:forces:R:3
W 0.76202 -0.53092 -0.12364 -0.1 0.0 0.0
O -0.36121 -0.35412 -1.59904 0.0 0.0 0.0
C -1.09188 -1.08072 -2.52653 0.0 0.0 0.0
C -1.57498 -0.42183 -3.63372 0.0 0.0 0.0
C -2.31967 -1.14495 -4.56177 0.0 0.0 0.0
C -2.57921 -2.49472 -4.36483 0.0 0.0 0.0
C -2.07735 -3.14126 -3.24757 0.0 0.0 0.0
C -1.31592 -2.44432 -2.30488 0.0 0.0 0.0
C -0.72667 -3.16502 -1.20547 0.0 0.0 0.0
N 0.04234 -2.62407 -0.31827 0.0 0.0 0.0
N 0.60841 -3.51097 0.59155 0.0 0.0 0.0
C 1.56057 -2.95096 1.23786 0.0 0.0 0.0
O 1.81593 -1.60935 0.93900 0.0 0.0 0.0
C 2.38874 -3.55479 2.25335 0.0 0.0 0.0
C 2.12723 -4.87429 2.64690 0.0 0.0 0.0
C 2.92529 -5.46652 3.60387 0.0 0.0 0.0
C 3.98147 -4.75473 4.16619 0.0 0.0 0.0
C 4.24395 -3.44699 3.77550 0.0 0.0 0.0
C 3.45068 -2.84076 2.81957 0.0 0.0 0.0
H -1.35066 0.62657 -3.78326 0.0 0.0 0.0
H -2.68794 -0.64881 -5.44993 0.0 0.0 0.0
H -3.15411 -3.04671 -5.09536 0.0 0.0 0.0
H -2.25321 -4.20020 -3.10334 0.0 0.0 0.0
H -0.89441 -4.23681 -1.13260 0.0 0.0 0.0
H 1.31163 -5.42143 2.19433 0.0 0.0 0.0
H 2.73467 -6.48532 3.91099 0.0 0.0 0.0
H 4.60782 -5.22735 4.91100 0.0 0.0 0.0
H 5.07300 -2.90779 4.21202 0.0 0.0 0.0
H 3.66077 -1.82822 2.50269 0.0 0.0 0.0
C -3.61857 3.18712 -2.01447 0.0 0.0 0.0
Ge -2.16536 3.23387 -0.73503 0.0 0.0 0.0
C -0.40539 3.56174 -1.48199 0.0 0.0 0.0
C -2.57504 4.15992 0.92153 0.0 0.0 0.0
Ge -2.06298 0.80629 0.12703 0.0 0.0 0.0
C -3.34767 -0.57169 -0.06548 0.0 0.0 0.0
C -4.09353 -0.41932 -1.24778 0.0 0.0 0.0
C -5.06946 -1.34266 -1.58534 0.0 0.0 0.0
C -5.33273 -2.40390 -0.73058 0.0 0.0 0.0
C -4.62761 -2.54499 0.46343 0.0 0.0 0.0
C -3.63843 -1.64010 0.79759 0.0 0.0 0.0
C -0.53377 0.31834 1.43188 0.0 0.0 0.0
C -0.02875 1.53698 2.00923 0.0 0.0 0.0
C 0.18509 1.65020 3.36149 0.0 0.0 0.0
C -0.08256 0.56156 4.19320 0.0 0.0 0.0
C -0.56137 -0.64801 3.68334 0.0 0.0 0.0
C -0.78953 -0.77271 2.33492 0.0 0.0 0.0
H -4.54381 2.83903 -1.55782 0.0 0.0 0.0
H -3.37699 2.57870 -2.88468 0.0 0.0 0.0
H -3.77662 4.21258 -2.35539 0.0 0.0 0.0
H -0.42744 4.55823 -1.92868 0.0 0.0 0.0
H -0.15820 2.84416 -2.26349 0.0 0.0 0.0
H 0.37471 3.54484 -0.72284 0.0 0.0 0.0
H -2.67821 5.21952 0.67742 0.0 0.0 0.0
H -1.78308 4.06339 1.66249 0.0 0.0 0.0
H -3.51860 3.82249 1.34812 0.0 0.0 0.0
H -3.91614 0.42182 -1.90908 0.0 0.0 0.0
H -5.64037 -1.22040 -2.49594 0.0 0.0 0.0
H -6.11016 -3.11457 -0.97930 0.0 0.0 0.0
H -4.86864 -3.35384 1.14003 0.0 0.0 0.0
H -3.14170 -1.74552 1.75084 0.0 0.0 0.0
H 0.18935 2.37247 1.35555 0.0 0.0 0.0
H 0.56691 2.57176 3.77963 0.0 0.0 0.0
H 0.09247 0.65272 5.25865 0.0 0.0 0.0
H -0.74283 -1.48230 4.34773 0.0 0.0 0.0
H -1.12427 -1.72233 1.93626 0.0 0.0 0.0
C 5.81375 2.22927 -0.65916 0.0 0.0 0.0
Si 4.22579 3.12879 -0.97472 0.0 0.0 0.0
C 3.91031 4.53417 0.19925 0.0 0.0 0.0
C 3.93246 3.57054 -2.75296 0.0 0.0 0.0
C 2.85483 1.85188 -0.57562 0.0 0.0 0.0
C 1.97200 1.02079 -0.31871 0.0 0.0 0.0
H 6.64995 2.90240 -0.86297 0.0 0.0 0.0
H 5.92391 1.36078 -1.30946 0.0 0.0 0.0
H 5.89897 1.90392 0.37834 0.0 0.0 0.0
H 4.66016 5.31196 0.03642 0.0 0.0 0.0
H 3.98990 4.21930 1.24080 0.0 0.0 0.0
H 2.93159 4.99075 0.04103 0.0 0.0 0.0
H 4.67908 4.30508 -3.06424 0.0 0.0 0.0
H 2.94957 4.01833 -2.90741 0.0 0.0 0.0
H 4.03169 2.70402 -3.40768 0.0 0.0 0.0
```
Positions in Å, forces in eV/Å.

Output
LUMO (spin up / spin down): -0.3766 / -0.3759 Eh
2S+1: 2
E_tot: -165657.94947 eV
⟨S²⟩: 0.774
total charge: +3

=====

E_tot of number 1 (C34H38ClN2O5PSSi2Ti)?
-120610.61579 eV